No. 1
DFT (ωB97M-V/def2-TZVPD) results for a molecular structure, C13H17CoFN2O.

Summary:
**Charge**: +1
**E_tot**: -59122.5660 eV
**LUMO level**: -0.120 Eh
**Kohn-Sham gap**: 0.3091 Eh
**2S+1**: 1

Last column: Mulliken charge in e.
Positions of all 35 atoms, in Å:
Co1 -0.410 0.340 0.247  -0.020
N1 3.468 -0.166 0.746  -0.369
C1 2.149 -0.183 0.820  0.672
O1 1.459 0.399 -0.057  -0.509
C2 1.423 -0.897 1.913  -0.698
C3 0.035 -0.254 2.006  -0.767
H1 3.922 0.309 -0.019  0.252
H2 4.034 -0.628 1.436  0.212
H3 1.993 -0.880 2.845  0.399
H4 1.356 -1.946 1.607  0.275
H5 0.079 0.633 2.640  0.256
H6 -0.701 -0.936 2.429  0.543
F1 -3.080 1.604 -4.375  -0.322
C4 -2.428 1.821 -3.226  0.335
C5 -3.130 2.406 -2.173  -0.649
C6 -2.484 2.607 -0.978  -0.501
C7 -1.128 2.263 -0.819  -0.102
C8 -0.488 2.231 0.505  -0.668
C9 -0.444 1.721 -1.918  0.166
C10 -1.102 1.486 -3.128  -0.793
H7 -4.161 2.696 -2.322  0.576
H8 -3.016 3.045 -0.142  0.411
H9 -1.095 2.603 1.325  0.361
H10 0.542 2.571 0.544  0.399
H11 0.621 1.544 -1.855  0.486
H12 -0.585 1.076 -3.985  0.489
C11 -5.516 -0.258 -0.793  -1.052
C12 -4.729 -0.892 0.357  -0.405
C13 -3.334 -0.465 0.387  0.595
N2 -2.241 -0.131 0.410  -0.105
H13 -6.536 -0.634 -0.769  0.366
H14 -5.077 -0.511 -1.757  0.319
H15 -5.546 0.825 -0.694  0.281
H16 -4.730 -1.981 0.286  0.286
H17 -5.162 -0.631 1.325  0.281

=====

No. 2
DFT (ωB97M-V/def2-TZVPD) results for a molecular structure, C38H38Cl3N4OTi in a non-equilibrium geometry.

Summary:
**Charge**: +2
**ΔE to the lowest compared entry with this formula, charge and spin**: 81.9 kJ/mol
**E_tot**: -108705.0901 eV
**LUMO level (alpha / beta)**: -0.226 / -0.230 Eh
**Kohn-Sham gap (alpha / beta)**: 0.2562 / 0.2644 Eh
**2S+1**: 2

Last column: Mulliken charge in e.
Positions of all 85 atoms, in Å:
Ti1 -1.313 0.515 0.572  -0.179
C1 -1.201 3.067 -0.247  -0.163
C2 -2.326 3.757 0.212  -0.844
C3 -3.515 3.692 -0.494  -0.457
C4 -3.588 2.955 -1.671  -0.595
C5 -2.480 2.271 -2.136  -0.422
C6 -1.280 2.318 -1.427  -0.536
H1 -0.240 3.287 0.193  0.918
H2 -2.250 4.394 1.084  0.489
H3 -4.378 4.246 -0.146  0.445
H4 -4.506 2.943 -2.243  0.529
H5 -2.534 1.742 -3.079  0.458
H6 -0.379 1.929 -1.887  0.609
Cl1 -6.020 0.536 -0.482  -0.181
C7 -5.141 -0.672 0.359  0.312
C8 -5.812 -1.804 0.859  -0.419
C9 -5.152 -2.765 1.576  0.493
Cl2 -6.009 -4.135 2.158  -0.207
C10 -3.765 -2.635 1.841  -0.051
C11 -2.994 -3.515 2.623  -0.839
C12 -1.653 -3.270 2.792  -1.410
C13 -1.072 -2.155 2.186  -0.297
N1 -1.765 -1.288 1.463  0.652
C14 -3.104 -1.515 1.295  0.622
C15 -3.785 -0.521 0.553  -0.576
O1 -3.031 0.494 0.114  0.334
H7 -6.872 -1.910 0.675  0.512
H8 -3.469 -4.370 3.086  0.504
H9 -1.043 -3.934 3.387  0.472
H10 -0.008 -1.970 2.285  0.668
C16 0.893 -3.538 -4.804  -1.648
C17 1.537 -3.521 -3.406  1.942
C18 3.031 -3.226 -3.558  -1.993
C19 1.355 -4.901 -2.745  -1.544
C20 0.838 -2.496 -2.537  0.157
C21 -0.558 -2.449 -2.448  -1.056
C22 -1.173 -1.532 -1.631  -1.004
N2 -0.499 -0.637 -0.890  0.880
C23 0.848 -0.655 -0.972  -0.182
C24 1.528 -1.567 -1.765  -0.262
C25 1.544 0.367 -0.166  0.371
C26 2.853 0.752 -0.419  -0.469
C27 3.459 1.753 0.333  0.144
C28 2.679 2.308 1.355  -1.203
C29 1.386 1.892 1.543  -1.031
N3 0.790 0.944 0.794  0.287
C30 4.849 2.278 0.051  1.914
C31 4.684 3.693 -0.540  -1.549
C32 5.662 2.360 1.353  -1.647
C33 5.600 1.401 -0.954  -2.041
H11 1.468 -4.194 -5.456  0.476
H12 0.887 -2.539 -5.243  0.380
H13 -0.130 -3.913 -4.776  0.356
H14 3.472 -3.963 -4.228  0.443
H15 3.566 -3.294 -2.609  0.381
H16 3.203 -2.240 -3.996  0.452
H17 1.743 -5.673 -3.408  0.438
H18 0.301 -5.109 -2.553  0.381
H19 1.895 -4.953 -1.798  0.360
H20 -1.169 -3.137 -3.016  0.447
H21 -2.253 -1.493 -1.568  0.627
H22 2.606 -1.558 -1.767  0.546
H23 3.395 0.273 -1.219  0.543
H24 3.079 3.081 1.996  0.433
H25 0.787 2.350 2.318  0.727
H26 4.165 4.358 0.151  0.371
H27 4.128 3.667 -1.478  0.369
H28 5.670 4.114 -0.740  0.446
H29 5.262 3.103 2.043  0.347
H30 6.684 2.653 1.117  0.483
H31 5.694 1.394 1.861  0.375
H32 5.111 1.392 -1.930  0.413
H33 5.699 0.376 -0.590  0.455
H34 6.603 1.800 -1.097  0.445
Cl3 -4.511 3.253 4.222  -0.171
C34 -3.079 2.338 4.012  -0.467
C35 -2.263 2.016 5.086  -0.261
C36 -1.132 1.254 4.835  -1.187
C37 -0.841 0.878 3.541  -0.213
N4 -1.609 1.217 2.489  1.240
C38 -2.732 1.906 2.741  -0.819
H35 -2.510 2.349 6.085  0.501
H36 -0.479 0.954 5.642  0.491
H37 0.046 0.296 3.330  0.482
H38 -3.376 2.130 1.905  0.800

=====

No. 3
DFT (ωB97M-V/def2-TZVPD) results for 2 unconnected molecules or ions with the total composition C4H12N2 in a non-equilibrium geometry.

Summary:
**Charge**: 0
**ΔE to the lowest compared entry with this formula, charge and spin**: 224.3 kJ/mol
**E_tot**: -7320.7037 eV
**LUMO level**: 0.034 Eh
**Kohn-Sham gap**: 0.3222 Eh
**2S+1**: 1

Last column: Mulliken charge in e.
Positions of all 18 atoms, in Å:
C1 -0.741 1.102 0.891  -0.880
N1 -0.451 -0.262 1.244  -0.125
C2 -1.274 -0.921 2.212  -1.014
H1 -1.565 1.473 1.506  0.370
H2 -1.151 1.238 -0.114  0.220
H3 0.140 1.735 1.004  0.233
H4 0.102 -0.801 0.601  0.282
H5 -2.310 -1.153 1.916  0.297
H6 -0.848 -1.893 2.471  0.347
H7 -1.242 -0.376 3.154  0.326
C3 0.217 -0.025 -2.258  -0.849
C4 2.305 -0.062 -1.298  -0.320
N2 1.151 -0.575 -1.257  -0.379
H8 -0.793 -0.197 -1.889  0.271
H9 0.418 1.029 -2.460  0.377
H10 0.358 -0.624 -3.151  0.307
H11 3.168 -0.678 -1.046  0.261
H12 2.516 0.989 -1.528  0.278

=====

No. 4
DFT (ωB97M-V/def2-TZVPD) results for C7H12N2O6 in the gas phase in a non-equilibrium geometry.

Summary:
**Charge**: 0
**ΔE to the lowest compared entry with this formula, charge and spin**: 107.7 kJ/mol
**E_tot**: -22719.2128 eV
**LUMO level**: 0.011 Eh
**Kohn-Sham gap**: 0.3694 Eh
**2S+1**: 1

Last column: Mulliken charge in e.
Positions of all 27 atoms, in Å:
C1 0.372 1.781 -0.300  -0.012
C2 -1.014 1.086 -0.250  0.339
C3 0.816 2.131 1.063  -0.626
C4 0.961 0.908 1.986  0.515
C5 -0.044 -1.131 -0.654  0.522
C6 -0.269 -1.727 -2.065  -0.023
C7 0.022 -2.293 0.461  -0.874
H1 0.510 2.747 -2.105  0.320
H2 -0.738 3.287 -1.155  0.338
H3 1.093 1.227 -0.849  0.484
H4 1.807 2.584 1.059  0.375
H5 0.010 2.807 1.470  0.256
H6 -0.235 -0.248 3.047  0.430
H7 -2.107 -0.551 -0.401  0.261
H8 0.848 -0.492 -0.590  0.378
H9 0.674 -3.025 -0.020  0.347
H10 -0.976 -2.605 0.667  0.414
H11 1.418 -1.454 1.609  0.331
H12 0.678 -2.486 -3.573  0.377
N1 0.245 3.012 -1.087  -0.780
N2 -1.133 -0.229 -0.435  -0.048
O1 -2.054 1.716 -0.039  -0.730
O2 1.968 0.243 2.008  -0.652
O3 -0.190 0.714 2.759  -0.474
O4 -1.381 -2.074 -2.381  -0.529
O5 0.532 -1.859 1.678  -0.492
O6 0.896 -1.965 -2.769  -0.447

=====

Look up the 2S+1 of the second one.
2

=====

Which value of 2S+1 does entry 1 give?
1

=====

What is the E_tot in the third record?
-7320.7037 eV